ORCA calculation (the ωB97M-V functional and the def2-TZVPD basis) on a structure of composition C5H7N2 at a distorted geometry.

XYZ file:
```
14
C5H7N2, DFT the ωB97M-V functional and the def2-TZVPD basis
C -1.16693 -0.20697 2.00409
C -0.35816 1.44977 1.55178
C 0.36243 0.01279 0.68075
C 0.52245 -1.03064 -1.68203
C 0.04702 0.12241 -0.80399
N -1.32148 1.01550 2.27862
N -0.52332 -0.95065 1.28920
H -0.00221 2.34172 1.24357
H 1.38881 -0.08152 1.18870
H 1.66898 -1.15156 -1.66707
H 0.03886 -0.93534 -2.68194
H 0.06320 -1.92647 -1.20953
H -0.97488 0.20891 -1.00864
H 0.25523 1.13205 -1.18351
```

Calculated values
HOMO-LUMO gap ... 8.786 eV
Lowest unoccupied orbital energy ... -7.2746 eV
ΔE to the lowest compared entry with this formula, charge and spin ... 7.374 eV
Spin multiplicity ... 1
Highest occupied orbital energy ... -16.061 eV
Total charge ... +1